No. 1
Density functional theory data (the ωB97M-V functional and the def2-TZVPD basis) for a structure of composition C5H11NOsP at a distorted geometry.

Structure (ORCA input):
```
! wB97M-V def2-TZVPD RIJCOSX def2/J DEFGRID3
* xyz 1 5
C 0.99 1.01 0.84
C 1.48 1.44 2.14
C 0.65 2.49 2.59
C -0.28 2.81 1.53
C -0.09 1.94 0.45
Os -0.44 -0.93 -1.80
P 1.24 -2.30 -2.06
H 1.30 0.15 0.21
H 2.32 0.96 2.63
H 0.73 3.02 3.54
H -0.63 2.00 -0.51
H -0.96 3.66 1.60
H 1.25 -3.50 -1.23
H 2.56 -1.85 -1.72
H 1.54 -2.92 -3.30
N -1.84 -0.81 -0.27
H -2.04 0.16 -0.08
H -1.41 -1.16 0.58
H -2.75 -1.28 -0.33
*
```

Output
⟨S²⟩ ... 6.03
E ... -18596.865 eV
LUMO (spin up / spin down) ... -0.14587 / -0.19341 Ha
Kohn-Sham gap (spin up / spin down) ... 0.26846 / 0.21874 hartree

No. 2
Density functional theory data (the ωB97M-V functional and the def2-TZVPD basis) for the ion C5H11NP with charge +1 at a distorted geometry.

Structure (ORCA input):
```
! wB97M-V def2-TZVPD RIJCOSX def2/J DEFGRID3
* xyz 1 1
C -1.52 0.27 0.77
C 0.50 1.48 -0.45
C -1.06 1.08 -0.36
C -1.59 -0.30 -0.49
C 1.36 -0.81 -0.48
N 1.31 0.43 0.21
P 1.46 -2.28 0.48
H -0.97 -0.22 1.60
H -2.53 0.36 1.21
H 0.57 1.66 -1.48
H 0.56 2.38 0.09
H -1.64 1.79 -0.99
H -2.24 -0.85 -1.11
H 1.88 -0.98 -1.45
H 2.29 0.72 0.52
H 0.68 0.13 1.03
H 0.68 -3.02 -0.37
H 0.23 -1.86 1.27
*
```

Output
E ... -16128.733 eV
LUMO (spin up / spin down) ... -0.17835 / -0.14411 Ha
Kohn-Sham gap (spin up / spin down) ... 0.26797 / 0.32284 hartree

No. 3
Density functional theory data (the ωB97M-V functional and the def2-TZVPD basis) for the ion C5H11NS2 with charge -2 at a distorted geometry.

Structure (ORCA input):
```
! wB97M-V def2-TZVPD RIJCOSX def2/J DEFGRID3
* xyz -2 1
S -4.29 -0.64 1.90
C -2.50 -0.90 1.51
C -1.74 0.18 0.64
C -0.17 -0.14 0.50
N 0.22 -0.36 -0.92
C 1.82 -0.32 -1.01
C 2.38 1.09 -1.27
S 4.25 1.04 -1.22
H -2.47 -1.93 0.95
H -2.00 -0.93 2.51
H -2.02 0.31 -0.50
H -2.03 1.22 0.86
H 0.02 -1.14 0.96
H 0.48 0.65 1.04
H -0.11 0.38 -1.55
H 1.88 -1.14 -1.80
H 2.17 -0.69 0.02
H 2.06 1.60 -2.22
H 2.05 1.71 -0.40
*
```

Output
E ... -28522.149 eV
Structure (SMILES) ... [S-]CCCNCC[S-]
LUMO ... 0.20794 Ha
Kohn-Sham gap ... 0.22221 hartree

No. 4
Density functional theory data (the ωB97M-V functional and the def2-TZVPD basis) for a structure of composition C5H11NS2 at a distorted geometry.

Structure (ORCA input):
```
! wB97M-V def2-TZVPD RIJCOSX def2/J DEFGRID3
* xyz 0 1
C 3.25 0.20 0.22
C 0.78 -0.27 0.06
C -0.46 -0.45 0.32
C -1.06 -1.79 -0.19
C -1.36 0.54 0.90
H 4.10 0.83 0.74
H 3.16 -0.88 0.94
H 3.70 -0.02 -0.94
H 1.29 -1.13 -0.37
H -1.51 -1.66 -1.13
H -2.05 -1.93 0.52
H -0.79 -3.72 0.65
H -0.34 -3.35 -1.91
H -0.92 1.63 1.42
H -2.27 0.07 1.52
H -0.96 1.96 -0.80
N -0.23 -2.92 -0.28
S 1.75 1.01 0.27
S -2.29 1.45 -0.68
*
```

Output
E ... -28515.382 eV
LUMO ... -0.02561 Ha
Kohn-Sham gap ... 0.26580 hartree

No. 5
Density functional theory data (the ωB97M-V functional and the def2-TZVPD basis) for a cluster of 2 separate species, C5H11O2 in total at a distorted geometry.

Structure (ORCA input):
```
! wB97M-V def2-TZVPD RIJCOSX def2/J DEFGRID3
* xyz -1 1
C -0.58 2.13 0.17
C 0.73 1.92 -0.55
C -1.86 1.91 -0.67
H -0.61 3.13 0.63
H -0.65 1.55 1.10
H 1.49 1.21 -0.20
H 0.58 1.53 -1.56
H -2.72 2.11 -0.05
H -1.70 0.91 -1.08
H 1.26 2.88 -0.60
H -1.81 2.50 -1.59
C -0.53 -2.20 -0.43
C 0.59 -1.52 0.42
O 1.71 -1.49 -0.15
O 0.31 -1.13 1.57
H -0.35 -3.27 -0.26
H -0.37 -2.00 -1.49
H -1.52 -1.88 -0.12
*
```

Output
E ... -9459.510 eV
LUMO ... 0.14385 Ha
Kohn-Sham gap ... 0.28669 hartree

No. 6
Density functional theory data (the ωB97M-V functional and the def2-TZVPD basis) for a cluster of 2 separate species, C5H11O2 in total at a distorted geometry.

Structure (ORCA input):
```
! wB97M-V def2-TZVPD RIJCOSX def2/J DEFGRID3
* xyz -1 1
C 0.65 0.20 -1.71
C 1.18 -1.02 -0.78
C -0.82 0.20 -1.13
O -1.66 0.69 -1.95
O -1.16 -0.27 -0.02
H 1.11 1.05 -1.31
H 0.84 0.17 -2.76
H 0.46 -1.37 -0.12
H 2.04 -0.65 -0.12
H 1.36 -1.87 -1.44
C 0.79 -0.44 2.87
C 0.41 0.78 1.96
H 1.93 -0.40 3.24
H 0.21 -0.42 3.71
H 0.64 -1.35 2.45
H -0.42 1.36 2.35
H -0.15 0.44 1.04
H 1.18 1.29 1.49
*
```

Output
E ... -9457.744 eV
LUMO ... 0.15117 Ha
Kohn-Sham gap ... 0.28533 hartree

No. 7
Density functional theory data (the ωB97M-V functional and the def2-TZVPD basis) for a cluster of 2 separate species, C5H11O2 in total at a distorted geometry.

Structure (ORCA input):
```
! wB97M-V def2-TZVPD RIJCOSX def2/J DEFGRID3
* xyz 0 2
C 0.77 -1.01 -0.66
C 1.19 -2.39 -1.15
C -0.43 -0.51 -1.61
H 1.57 -0.43 -0.69
H 0.39 -0.86 0.43
H 1.63 -2.92 -0.27
H 0.27 -2.95 -1.51
H -1.12 0.20 -1.07
H 1.86 -2.36 -1.99
H -1.07 -1.24 -2.13
H 0.00 0.08 -2.43
C -0.97 2.30 1.30
C -0.46 1.62 2.51
O -1.42 1.08 3.10
O 0.73 1.79 2.91
H -0.08 2.97 1.05
H -1.73 2.89 1.72
H -1.14 1.73 0.48
*
```

Output
⟨S²⟩ ... 0.75
E ... -9454.932 eV
LUMO (spin up / spin down) ... 0.02883 / -0.12208 Ha
Kohn-Sham gap (spin up / spin down) ... 0.42284 / 0.26632 hartree

No. 8
Density functional theory data (the ωB97M-V functional and the def2-TZVPD basis) for a cluster of 2 separate species, C5H11O2 in total at a distorted geometry.

Structure (ORCA input):
```
! wB97M-V def2-TZVPD RIJCOSX def2/J DEFGRID3
* xyz 0 2
C -2.43 0.78 0.29
C -1.41 1.65 1.01
C -1.40 -0.14 -0.77
O -1.09 -1.18 -0.20
O -1.19 0.37 -1.84
H -2.85 -0.06 0.83
H -2.93 1.28 -0.52
H -0.39 1.30 0.89
H -1.58 1.54 2.07
H -1.48 2.70 0.75
C 2.33 -0.92 0.37
C 1.85 -1.24 -1.06
H 2.10 0.13 0.62
H 1.88 -1.45 1.20
H 3.42 -0.92 0.44
H 2.50 -2.02 -1.42
H 0.79 -1.48 -0.99
H 1.88 -0.34 -1.68
*
```

Output
⟨S²⟩ ... 0.76
E ... -9455.867 eV
LUMO (spin up / spin down) ... 0.03198 / -0.10616 Ha
Kohn-Sham gap (spin up / spin down) ... 0.40871 / 0.27837 hartree

No. 9
Density functional theory data (the ωB97M-V functional and the def2-TZVPD basis) for a cluster of 2 separate species, C5H11O3 in total.

Structure (ORCA input):
```
! wB97M-V def2-TZVPD RIJCOSX def2/J DEFGRID3
* xyz -1 1
C 1.75 -0.11 0.21
C 1.25 0.45 1.53
C -0.14 1.05 1.52
O 2.12 1.46 2.08
H 2.75 -0.54 0.34
H 1.80 0.68 -0.55
H 1.03 -0.83 -0.18
H 1.22 -0.39 2.24
H -0.90 0.28 1.40
H -0.29 1.73 0.68
H -0.29 1.59 2.45
H 2.99 1.09 2.25
O -1.17 -1.26 -0.23
C -1.25 -0.73 -1.37
O -0.48 0.11 -1.88
C -2.47 -1.17 -2.22
H -3.39 -0.73 -1.84
H -2.32 -0.89 -3.26
H -2.56 -2.25 -2.17
*
```

Output
E ... -11507.445 eV
LUMO ... 0.13359 Ha
Kohn-Sham gap ... 0.28851 hartree

No. 10
Density functional theory data (the ωB97M-V functional and the def2-TZVPD basis) for a structure of composition C5H11O3Pd at a distorted geometry.

Structure (ORCA input):
```
! wB97M-V def2-TZVPD RIJCOSX def2/J DEFGRID3
* xyz 0 4
O -1.17 -1.19 0.79
C -2.44 -1.66 1.12
C -3.21 -2.11 -0.11
O -3.79 -0.95 -0.71
C -4.61 -1.17 -1.77
C -5.08 -0.17 -2.52
Pd -1.21 -0.20 -0.47
H -2.99 -0.85 1.65
H -2.37 -2.52 1.81
H -3.93 -2.89 0.16
H -2.58 -2.58 -0.88
H -4.69 -2.21 -2.09
H -4.71 0.85 -2.41
H -5.66 -0.41 -3.41
O 0.05 -2.85 1.11
H -0.67 -2.18 1.03
C 0.38 -3.26 -0.19
H 1.09 -4.09 -0.12
H -0.51 -3.60 -0.76
H 0.89 -2.48 -0.78
*
```

Output
⟨S²⟩ ... 3.75
E ... -14975.220 eV
LUMO (spin up / spin down) ... 0.02616 / -0.07437 Ha
Kohn-Sham gap (spin up / spin down) ... 0.24895 / 0.27330 hartree

No. 11
Density functional theory data (the ωB97M-V functional and the def2-TZVPD basis) for a cluster of 2 separate species, C5H11O4 in total at a distorted geometry.

Structure (ORCA input):
```
! wB97M-V def2-TZVPD RIJCOSX def2/J DEFGRID3
* xyz 0 2
H 2.29 0.97 4.30
O 1.60 0.29 4.60
H 1.81 -2.33 6.65
C 1.01 -1.68 6.30
H 1.32 -0.96 5.48
C -0.06 -2.61 5.91
C -1.30 -2.31 5.49
C -2.43 -3.31 5.43
C -1.64 -0.83 5.35
H -0.70 -0.27 5.09
H -2.36 -0.71 4.51
O -2.16 -0.43 6.64
O 0.80 -0.83 7.42
O 0.40 -1.78 8.47
H -0.40 -1.31 8.82
H 0.13 -3.63 6.24
H -3.39 -2.78 5.29
H -2.30 -4.02 4.58
H -2.53 -3.86 6.39
H -2.31 0.54 6.56
*
```

Output
⟨S²⟩ ... 0.75
E ... -13546.103 eV
LUMO (spin up / spin down) ... 0.02171 / -0.09584 Ha
Kohn-Sham gap (spin up / spin down) ... 0.36178 / 0.24432 hartree

No. 12
Density functional theory data (the ωB97M-V functional and the def2-TZVPD basis) for the molecule C5H11OPS at a distorted geometry.

Structure (ORCA input):
```
! wB97M-V def2-TZVPD RIJCOSX def2/J DEFGRID3
* xyz 0 1
C -0.24 -0.67 -1.27
C -0.20 -0.32 0.21
C -1.41 0.55 0.60
C -2.70 -0.21 0.59
O -3.72 0.17 0.08
C 1.07 0.38 0.63
P 2.86 -0.97 0.44
S 1.44 1.95 -0.14
H -1.18 -1.17 -1.51
H -0.17 0.22 -1.88
H 0.58 -1.34 -1.52
H -0.25 -1.26 0.79
H -1.48 1.42 -0.06
H -1.28 0.91 1.63
H -2.65 -1.17 1.13
H 1.09 0.56 1.70
H 3.70 0.05 0.88
H 3.08 -0.62 -0.89
H 1.47 1.52 -1.40
*
```

Output
E ... -27533.365 eV
Structure (SMILES) ... C[C@H](CC=O)[C@@H](P)S
LUMO ... 0.02234 Ha
Kohn-Sham gap ... 0.33879 hartree

The lowest E belongs to which entry? number 3

The highest E belongs to which entry? number 7